Computed, not measured: a structure of composition C36H90N6O16SSn in a non-equilibrium geometry, with ωB97M-V/def2-TZVPD.

Positions of all 150 atoms, in Å:
Sn 1.96 4.28 -5.49
S 0.55 0.09 -1.91
O 1.77 -0.69 -1.70
O -0.54 -0.48 -1.13
O 0.72 1.47 -1.61
O 0.28 0.06 -3.38
C 3.30 0.47 -7.41
O 4.44 1.05 -6.73
C 5.01 0.13 -5.77
C 6.12 0.62 -4.80
N 5.40 1.48 -3.84
C 6.35 2.10 -2.86
C 5.57 3.08 -1.97
O 5.13 4.21 -2.66
C 6.11 5.27 -2.93
H 3.62 -0.30 -8.11
H 2.70 1.15 -8.01
H 2.60 0.05 -6.69
H 5.47 -0.69 -6.32
H 4.23 -0.36 -5.18
H 6.96 1.04 -5.36
H 6.54 -0.15 -4.16
H 4.82 0.86 -3.29
H 7.19 2.58 -3.36
H 6.86 1.35 -2.25
H 6.14 3.40 -1.09
H 4.78 2.53 -1.47
H 5.59 6.17 -3.24
H 6.73 4.92 -3.75
H 6.69 5.57 -2.05
C -4.21 0.95 -9.81
O -4.86 1.13 -8.56
C -3.94 1.78 -7.67
C -4.71 2.51 -6.66
N -3.83 2.92 -5.57
C -4.73 3.59 -4.57
C -4.89 5.08 -4.88
O -5.32 5.81 -3.74
C -5.19 7.21 -3.91
H -3.18 0.60 -9.72
H -4.19 1.88 -10.36
H -4.74 0.22 -10.43
H -3.26 2.50 -8.11
H -3.36 1.02 -7.16
H -5.51 1.90 -6.23
H -5.19 3.35 -7.15
H -3.34 2.13 -5.17
H -4.19 3.53 -3.62
H -5.70 3.13 -4.41
H -5.65 5.24 -5.65
H -3.96 5.54 -5.18
H -5.59 7.71 -3.03
H -5.63 7.67 -4.79
H -4.16 7.55 -4.01
C 1.23 4.54 6.00
O 1.91 3.26 5.96
C 2.60 2.90 4.81
C 3.11 1.42 4.81
N 3.79 1.01 6.08
C 5.16 1.50 6.18
C 5.80 0.91 7.42
O 6.31 -0.39 7.20
C 7.17 -0.86 8.23
H 0.56 4.54 6.86
H 0.63 4.83 5.14
H 2.04 5.27 6.09
H 3.44 3.59 4.71
H 1.90 3.04 3.98
H 3.74 1.10 3.98
H 2.22 0.80 4.64
H 3.21 1.18 6.89
H 5.16 2.58 6.30
H 5.70 1.10 5.32
H 5.21 0.90 8.33
H 6.64 1.57 7.64
H 6.64 -1.06 9.17
H 8.02 -0.20 8.39
H 7.63 -1.72 7.77
C 1.95 -8.47 -2.61
O 1.55 -7.21 -3.13
C 0.69 -7.35 -4.30
C 0.46 -5.95 -4.94
N -0.54 -5.22 -4.12
C -1.93 -5.68 -4.45
C -2.93 -4.97 -3.58
O -2.72 -5.40 -2.24
C -3.66 -4.76 -1.34
H 1.09 -9.09 -2.36
H 2.53 -8.20 -1.73
H 2.58 -9.04 -3.31
H -0.27 -7.75 -4.00
H 1.14 -8.04 -5.01
H 0.17 -6.09 -5.99
H 1.38 -5.37 -4.93
H -0.44 -4.21 -4.16
H -2.07 -6.76 -4.41
H -2.10 -5.32 -5.47
H -3.93 -5.16 -3.98
H -2.82 -3.89 -3.63
H -3.87 -5.40 -0.48
H -4.62 -4.55 -1.81
H -3.20 -3.84 -1.00
C 4.94 -4.90 1.10
O 4.35 -5.52 2.22
C 4.72 -4.88 3.48
C 3.92 -5.25 4.78
N 2.63 -4.64 4.72
C 1.76 -5.04 5.81
C 0.36 -4.52 5.58
O -0.40 -4.98 4.47
C -1.19 -6.17 4.69
H 4.81 -3.82 1.11
H 4.42 -5.18 0.18
H 6.01 -5.12 1.06
H 4.77 -3.80 3.34
H 5.77 -5.06 3.71
H 4.54 -4.87 5.60
H 3.83 -6.33 4.80
H 2.83 -3.66 4.85
H 2.11 -4.71 6.79
H 1.61 -6.11 5.89
H 0.35 -3.44 5.43
H -0.25 -4.59 6.48
H -2.10 -5.76 5.12
H -0.81 -6.80 5.49
H -1.51 -6.66 3.77
C -7.01 1.32 5.42
O -6.30 0.77 4.28
C -5.07 1.52 4.00
C -5.21 2.65 3.06
N -5.72 3.78 3.80
C -6.07 4.87 3.00
C -6.93 5.89 3.81
O -8.09 5.39 4.42
C -8.90 6.40 5.04
H -6.31 1.76 6.13
H -7.70 0.66 5.93
H -7.55 2.18 5.02
H -4.38 0.78 3.59
H -4.56 1.87 4.90
H -5.88 2.37 2.25
H -4.22 2.90 2.67
H -6.58 3.54 4.28
H -6.72 4.59 2.17
H -5.19 5.37 2.58
H -7.24 6.69 3.15
H -6.27 6.38 4.53
H -9.78 5.89 5.46
H -9.41 6.98 4.27
H -8.37 6.96 5.81

Output
Total charge   0
Energy above the lowest of the compared OMol25 structures with the same formula, charge and spin   10.9759 eV
Orbital gap   2.68 eV
Highest occupied orbital energy   -0.2692 Eh
Molecular weight   1013.9 g mol⁻¹

Atomic partial charges in e from the Mulliken method, atoms 1 to 99:
1. Sn 0.69
2. S 1.31
3. O -0.50
4. O -0.52
5. O -0.52
6. O -0.47
7. C -0.71
8. O -0.33
9. C -0.59
10. C -0.71
11. N -0.28
12. C -0.74
13. C -0.62
14. O -0.31
15. C -0.75
16. H 0.30
17. H 0.25
18. H 0.32
19. H 0.39
20. H 0.37
21. H 0.42
22. H 0.38
23. H 0.22
24. H 0.40
25. H 0.40
26. H 0.41
27. H 0.35
28. H 0.25
29. H 0.30
30. H 0.31
31. C -0.74
32. O -0.33
33. C -0.47
34. C -0.51
35. N -0.36
36. C -0.52
37. C -0.44
38. O -0.30
39. C -0.82
40. H 0.31
41. H 0.30
42. H 0.26
43. H 0.32
44. H 0.29
45. H 0.33
46. H 0.23
47. H 0.28
48. H 0.42
49. H 0.27
50. H 0.27
51. H 0.30
52. H 0.27
53. H 0.32
54. H 0.34
55. C -0.73
56. O -0.31
57. C -0.39
58. C -0.89
59. N -0.28
60. C -0.42
61. C -0.63
62. O -0.25
63. C -0.80
64. H 0.24
65. H 0.29
66. H 0.30
67. H 0.30
68. H 0.43
69. H 0.38
70. H 0.32
71. H 0.28
72. H 0.27
73. H 0.27
74. H 0.35
75. H 0.37
76. H 0.28
77. H 0.33
78. H 0.25
79. C -0.71
80. O -0.27
81. C -0.38
82. C -0.80
83. N -0.21
84. C -0.68
85. C -0.59
86. O -0.29
87. C -0.74
88. H 0.29
89. H 0.21
90. H 0.30
91. H 0.25
92. H 0.40
93. H 0.34
94. H 0.39
95. H 0.21
96. H 0.35
97. H 0.39
98. H 0.40
99. H 0.35